A gas-phase ion, C19H28IN6O3S2 (charge +1) in a non-equilibrium geometry. Source: the Open Molecules 2025 dataset; level of theory: ωB97M-V/def2-TZVPD.

Atoms and positions in Å:
1 C -7.04 2.48 1.89
2 C -6.80 2.16 0.44
3 O -6.86 2.98 -0.43
4 O -6.62 0.84 0.10
5 C -5.62 0.07 0.75
6 C -4.22 0.48 0.29
7 C -3.56 1.60 1.10
8 C -2.70 1.06 2.26
9 N -1.29 0.93 1.89
10 N -0.66 1.93 1.23
11 C 0.56 1.51 1.03
12 C 1.61 2.32 0.33
13 C 1.55 2.23 -1.21
14 C 2.43 1.14 -1.80
15 S 4.19 1.59 -1.51
16 C 5.01 0.76 -2.82
17 S 6.29 1.36 -3.56
18 N 4.53 -0.57 -3.06
19 C 3.58 -0.96 -3.98
20 C 3.45 -2.30 -3.82
21 N 4.28 -2.76 -2.83
22 C 4.92 -1.70 -2.41
23 N 0.71 0.25 1.57
24 C 1.87 -0.63 1.55
25 C 1.60 -1.78 0.55
26 O 0.81 -1.58 -0.35
27 N 2.24 -2.95 0.82
28 C 2.00 -4.02 -0.17
29 C 3.66 -2.80 1.19
30 C -0.48 -0.08 2.11
31 I -0.90 -1.83 3.06
32 H -6.62 3.47 2.07
33 H -6.57 1.79 2.58
34 H -8.11 2.53 2.08
35 H -5.72 0.11 1.85
36 H -5.81 -0.96 0.47
37 H -4.33 0.81 -0.74
38 H -3.59 -0.41 0.26
39 H -2.93 2.19 0.44
40 H -4.29 2.28 1.53
41 H -2.78 1.68 3.15
42 H -3.04 0.06 2.52
43 H 2.59 1.97 0.67
44 H 1.52 3.35 0.65
45 H 1.88 3.20 -1.60
46 H 0.52 2.11 -1.56
47 H 2.21 0.17 -1.36
48 H 2.29 1.08 -2.88
49 H 3.11 -0.28 -4.67
50 H 2.80 -2.96 -4.38
51 H 5.68 -1.68 -1.64
52 H 2.72 -0.05 1.20
53 H 2.07 -1.01 2.55
54 H 1.50 -4.86 0.31
55 H 1.37 -3.66 -0.98
56 H 2.94 -4.37 -0.58
57 H 3.76 -2.26 2.13
58 H 4.08 -3.79 1.35
59 H 4.21 -2.29 0.40

Properties
HOMO energy, eV: -11.2554
Spin multiplicity: 1
Maximum force, eV/Å: 1.2
Net charge: +1
Orbital gap, hartree: 0.2946